{
  "formula": "C2H7N2O8S2",
  "method": "ωB97M-V with the def2-TZVPD basis set",
  "e_homo_ev": -6.750,
  "smiles": "NC(O)(O)[C@H](NS(=O)(=O)O)S(=O)(=O)[O-]",
  "total_charge": -1,
  "de_lowest_ev": 0.9226,
  "spin_multiplicity": 1,
  "gap_ev": 9.98,
  "symbols": ["C", "C", "N", "N", "O", "O", "O", "O", "O", "O", "O", "O", "S", "S", "H", "H", "H", "H", "H", "H", "H"],
  "positions_angstrom": [[0.701193, -0.849909, -0.053933], [-0.002525, 0.223008, 0.687427], [-0.129008, -1.383175, -1.511728], [0.106272, 1.575636, 0.062754], [1.310505, -3.514303, 0.105416], [1.431319, 0.171537, -2.746924], [1.127815, -2.110301, 2.150216], [-0.940527, -2.741237, 0.906439], [-0.892290, 0.801203, -2.602992], [-0.244420, -1.077461, -3.983586], [0.656751, 0.330448, 1.985437], [-1.299749, -0.186650, 0.852330], [0.548894, -2.441097, 0.827421], [0.091010, -0.378579, -2.732951], [1.846728, -0.806943, -0.095487], [0.281313, -2.279266, -1.751171], [-0.744137, 1.102654, -1.635065], [1.050807, 1.821488, 0.257861], [-0.599674, 2.187898, 0.322920], [0.641579, -0.546964, 2.417269], [-1.282198, -1.130215, 0.967225]],
  "atomic_forces_ev_per_a": [[1.15, -3.34, -3.00], [-0.41, 1.21, 2.18], [1.27, 1.70, 3.71], [0.41, -4.12, -1.14], [-1.42, 2.69, 0.79], [-0.50, 0.03, 0.76], [-0.33, -0.83, -0.96], [2.77, 0.68, -0.20], [-0.67, 0.27, 2.35], [-0.25, 0.71, 2.20], [-0.49, 1.25, -1.27], [-0.55, 3.20, -0.45], [-0.80, -3.49, 1.08], [2.65, -0.88, -5.27], [-1.75, 0.52, -0.80], [0.07, -0.25, -0.01], [-0.07, 0.35, -1.03], [0.43, 0.99, 0.01], [-1.14, 1.26, 1.23], [0.22, -0.10, -0.27], [-0.60, -1.87, 0.09]],
  "lowdin_charge": [-0.16, -0.67, -0.07, 0.15, -0.35, -0.32, -0.35, -0.35, -0.16, -0.32, -0.02, 0.05, 0.56, 0.48, 0.16, 0.08, 0.08, 0.10, 0.07, 0.04, 0.00]
}

{
  "formula": "C2H7N2OS",
  "method": "ωB97M-V with the def2-TZVPD basis set",
  "e_homo_ev": -14.284,
  "total_charge": 1,
  "de_lowest_ev": 4.4157,
  "spin_multiplicity": 1,
  "gap_ev": 9.47,
  "symbols": ["C", "C", "N", "N", "O", "S", "H", "H", "H", "H", "H", "H", "H"],
  "positions_angstrom": [[-0.929119, 0.096563, 0.006505], [1.239878, -0.737132, 0.338993], [-0.159590, 1.795133, 0.339160], [0.200205, -0.617311, -0.623926], [-1.547771, -0.517942, 0.980550], [-2.620600, -0.073904, -0.269270], [1.467374, 0.281022, 0.602910], [1.062031, -1.569518, 1.068819], [2.140574, -1.289843, -0.078525], [-0.047016, 1.910100, -0.673716], [-1.050400, 2.143858, 0.713590], [-0.153912, -1.455042, -1.051404], [0.398341, 0.034014, -1.353690]],
  "atomic_forces_ev_per_a": [[2.00, 4.51, 0.88], [3.61, -3.08, 0.59], [-1.94, -5.18, -0.69], [-2.52, 0.45, -0.57], [0.25, -0.85, 1.91], [-0.86, 0.03, -1.23], [0.31, -0.15, 1.05], [-0.88, 1.64, 0.15], [-0.81, 1.35, -0.42], [-0.56, 1.38, 0.37], [0.42, 0.69, -0.69], [-0.04, -0.97, -0.24], [1.02, 0.18, -1.11]],
  "lowdin_charge": [-0.78, -0.02, 0.12, 0.04, -0.27, 1.08, 0.09, 0.14, 0.14, 0.04, 0.06, 0.19, 0.17]
}

{
  "formula": "C2H7N2P",
  "method": "ωB97M-V with the def2-TZVPD basis set",
  "e_homo_ev": -8.759,
  "smiles": "[H]/N=P/NCC",
  "total_charge": 0,
  "de_lowest_ev": 0.7982,
  "spin_multiplicity": 1,
  "gap_ev": 9.33,
  "symbols": ["C", "C", "N", "N", "P", "H", "H", "H", "H", "H", "H", "H"],
  "positions_angstrom": [[-1.229277, -0.104506, -0.507056], [-0.235724, 0.604364, 0.493077], [3.150480, -0.701641, 0.134001], [0.993732, -0.077491, 0.442930], [2.361196, 0.546802, -0.280595], [-1.495698, -0.969655, -0.027501], [-1.958450, 0.623897, -0.634603], [-0.711340, -0.206054, -1.361517], [-0.239731, 1.653947, 0.036890], [-0.739005, 0.548428, 1.559937], [4.102151, -0.735199, -0.111508], [1.130786, -0.881622, 1.037640]],
  "atomic_forces_ev_per_a": [[1.08, 2.49, 3.41], [-3.22, 0.26, -0.14], [1.57, -0.95, 0.10], [0.15, 1.98, 0.04], [-1.38, -0.81, 0.80], [-1.19, -2.32, 0.48], [-2.14, 0.67, -0.38], [1.63, -0.82, -3.11], [0.78, -1.06, 1.36], [1.16, 0.63, -1.96], [1.47, -0.03, -0.43], [0.09, -0.04, -0.17]],
  "lowdin_charge": [-0.09, -0.37, -0.33, -0.34, 0.77, 0.04, 0.05, 0.03, 0.11, 0.14, -0.08, 0.08]
}

{
  "formula": "C2H7N2P2",
  "method": "ωB97M-V with the def2-TZVPD basis set",
  "e_homo_ev": [-12.767, -12.775],
  "smiles": "C=CP=P(N)=[NH2+]",
  "total_charge": 1,
  "de_lowest_ev": 1.4427,
  "spin_multiplicity": 1,
  "gap_ev": [6.71, 6.71],
  "symbols": ["C", "C", "N", "N", "P", "P", "H", "H", "H", "H", "H", "H", "H"],
  "positions_angstrom": [[-1.214404, -0.835414, -0.928386], [-2.223688, -1.407548, -1.610697], [1.750650, -0.240682, 0.610316], [1.031568, 2.086102, 1.550487], [-1.311916, 0.846928, -0.301533], [0.815908, 1.105916, 0.249039], [-0.283045, -1.471909, -0.813601], [-3.011528, -0.969272, -2.009091], [-1.991775, -2.433715, -1.855469], [1.669601, -0.906419, -0.110449], [2.528970, -0.468127, 1.261541], [1.921351, 2.045045, 1.897719], [0.318309, 2.649095, 2.060125]],
  "atomic_forces_ev_per_a": [[1.24, -0.02, 0.05], [4.64, -2.05, 1.51], [-0.09, 0.90, 0.34], [-3.15, 0.40, -0.96], [1.06, -0.37, -0.01], [-0.73, -0.95, 1.25], [-1.33, 0.81, 0.27], [-3.78, 2.07, -1.33], [-0.61, -0.22, -0.24], [0.30, -1.03, -0.95], [-1.08, 0.84, -0.49], [2.56, 0.39, 1.42], [0.99, -0.77, -0.87]],
  "lowdin_charge": [-0.54, 0.00, -0.15, -0.16, 0.80, 0.66, 0.06, 0.02, 0.08, 0.01, 0.11, 0.01, 0.11]
}